1.
The following is a DFT calculation (ωB97M-V with the def2-TZVPD basis set) of C33H53BN2O3P2Pt as an isolated structure.

```
95
Properties=species:S:1:pos:R:3:forces:R:3
Pt 0.04848 -0.01944 0.28131 -1.128 1.091 -0.739
C 5.35466 1.20808 0.45942 -0.187 0.096 -0.246
C 4.18640 0.29470 0.81333 -0.629 -0.532 0.414
C 3.80204 0.51140 2.28694 -0.072 -0.063 -0.011
C 4.57512 -1.17769 0.64065 -0.075 0.045 -0.045
P 2.54392 0.57099 -0.08641 -1.087 0.580 -1.053
C 2.48022 2.44343 -0.08012 0.122 -0.092 0.143
N 1.10909 2.85217 -0.04751 0.152 0.232 -0.255
B -0.01012 1.96736 0.00759 0.188 -1.374 0.688
N -1.15892 2.80244 0.14491 -0.195 0.275 -0.237
C -2.49745 2.33803 0.33548 -0.180 -0.119 0.072
P -2.50073 0.46595 0.18868 1.516 0.769 0.007
C -3.49645 -0.00035 1.70736 0.450 -0.440 -0.046
C -2.60040 0.44313 2.87961 0.094 0.033 -0.105
C -4.88734 0.61237 1.84551 0.053 0.028 -0.191
C -3.58113 -1.53169 1.71386 0.048 0.034 -0.090
C -3.37858 0.18762 -1.45277 0.392 -0.432 0.049
C -2.70710 1.14189 -2.45247 0.092 0.043 0.121
C -4.88910 0.39066 -1.45189 0.066 -0.003 0.169
C -3.03723 -1.25446 -1.85755 0.042 0.005 0.064
C -0.74992 4.12569 0.22113 0.163 0.195 0.019
C -1.46635 5.29237 0.41622 -0.070 -0.167 -0.019
C -0.76540 6.49214 0.51156 0.124 0.094 -0.011
C 0.61767 6.52254 0.39734 -0.127 0.096 0.017
C 1.34688 5.35543 0.18187 0.077 -0.167 -0.027
C 0.66194 4.15627 0.10400 -0.172 0.194 -0.016
C 2.70680 0.16511 -1.93198 0.132 -0.176 0.122
C 1.58006 0.88042 -2.68332 -0.045 0.059 0.153
C 4.04685 0.55265 -2.55366 -0.022 -0.020 0.076
C 2.45577 -1.34441 -2.06896 0.039 0.043 0.093
H 6.20228 0.93822 1.09414 -0.012 -0.004 0.036
H 5.12063 2.25655 0.64755 0.040 0.011 -0.003
H 5.66828 1.10395 -0.57721 0.036 0.028 0.046
H 4.65963 0.30646 2.93204 0.063 0.021 -0.037
H 2.98226 -0.15076 2.56644 0.040 0.045 0.066
H 3.47363 1.53550 2.47156 0.018 0.015 0.059
H 5.30172 -1.46127 1.40559 0.027 0.025 -0.004
H 5.02206 -1.36686 -0.33577 -0.018 -0.031 -0.002
H 3.69650 -1.81716 0.75383 0.060 -0.095 0.026
H 3.00885 2.83693 -0.95699 0.032 0.005 0.027
H 2.99214 2.81720 0.81223 0.121 -0.054 -0.052
H -3.18028 2.77686 -0.39864 -0.077 -0.024 0.048
H -2.85342 2.62052 1.33016 -0.113 -0.031 -0.024
H -2.73001 1.49893 3.11961 -0.038 0.008 0.011
H -1.54447 0.28558 2.64309 -0.022 -0.033 0.137
H -2.84331 -0.13983 3.77047 -0.075 0.004 0.006
H -4.88834 1.68763 1.65859 -0.020 0.018 0.038
H -5.24317 0.44949 2.86533 0.020 0.000 0.024
H -5.59948 0.14412 1.16938 -0.039 0.043 0.018
H -2.58605 -1.97178 1.61053 -0.015 -0.056 0.041
H -4.20087 -1.89607 0.89294 -0.042 -0.041 0.023
H -4.02084 -1.87770 2.65148 -0.008 -0.006 0.022
H -3.17559 2.12632 -2.45524 0.022 0.024 0.030
H -2.78107 0.73404 -3.46190 -0.058 -0.031 -0.001
H -1.64699 1.26639 -2.21589 0.007 0.003 -0.126
H -5.17123 1.36797 -1.05606 -0.038 0.015 -0.027
H -5.38936 -0.38038 -0.86623 -0.036 0.012 -0.013
H -5.26048 0.31722 -2.47673 0.021 0.026 -0.025
H -1.95994 -1.42167 -1.78741 -0.010 -0.063 -0.040
H -3.35680 -1.44391 -2.88487 -0.045 0.027 -0.007
H -3.53274 -1.97805 -1.20928 0.034 -0.047 -0.006
H -2.54576 5.27606 0.50260 -0.009 -0.021 0.023
H -1.30693 7.41298 0.68296 -0.011 0.004 -0.014
H 1.13834 7.46707 0.48395 0.010 0.003 -0.026
H 2.42534 5.39000 0.08814 0.008 -0.028 0.017
H 1.64366 1.96698 -2.60297 -0.011 0.025 -0.014
H 0.61406 0.55924 -2.28470 0.006 0.069 -0.072
H 1.62697 0.61439 -3.74199 0.072 -0.039 -0.007
H 4.27114 1.60914 -2.39405 0.053 0.007 -0.051
H 4.01064 0.38048 -3.63195 -0.017 -0.007 -0.016
H 4.86686 -0.04487 -2.15564 0.012 0.020 -0.012
H 1.55448 -1.62228 -1.51669 0.006 -0.111 -0.063
H 3.28950 -1.93372 -1.68596 -0.020 -0.029 -0.013
H 2.30829 -1.60619 -3.11964 0.055 0.034 -0.034
C -0.13483 -7.22209 0.19583 0.000 -0.061 -0.140
O -0.16498 -6.83033 1.55054 -0.032 -0.029 0.050
C -0.10957 -5.50899 1.83819 0.036 0.213 0.213
C -0.07836 -5.21100 3.22022 -0.051 -0.191 0.085
C 0.04862 -3.91560 3.61378 0.084 -0.014 -0.094
C 0.16152 -2.83673 2.69918 -0.201 -0.056 -0.435
C 0.49322 -1.52627 3.18116 0.193 0.346 0.276
C 0.62632 -1.27854 4.67854 0.025 -0.070 -0.153
O 0.72660 -0.54236 2.46138 0.022 -0.432 0.839
C 0.00067 -3.12045 1.28765 0.060 -0.184 0.293
O -0.08381 -2.26745 0.34607 0.185 0.352 -0.015
C -0.08654 -4.50133 0.91600 -0.020 -0.088 -0.301
H -0.19234 -8.30796 0.20460 -0.015 0.020 -0.054
H 0.79397 -6.91458 -0.29322 -0.012 0.046 0.050
H -0.98185 -6.81555 -0.36363 -0.003 -0.004 0.043
H -0.13169 -6.03121 3.92233 -0.019 0.044 0.055
H 0.08171 -3.71195 4.67465 0.035 0.017 0.007
H 1.19562 -2.05724 5.18093 -0.024 -0.003 0.064
H -0.36809 -1.22364 5.12635 0.011 -0.037 0.073
H 1.13027 -0.32464 4.81314 -0.061 0.034 -0.004
H -0.14107 -4.69961 -0.14644 -0.001 0.033 0.022
```
Forces are in eV/Å.

## Properties
E_HOMO in eV: -7.072
Energy in eV: -66708.37053
Frontier orbital gap in eV: 7.7
LUMO in Eh: 0.022

2.
The following is a DFT calculation (ωB97M-V with the def2-TZVPD basis set) of C33H53ClN7O6SbSi3W as an isolated structure.

```
105
Properties=species:S:1:pos:R:3:forces:R:3
W 0.55361 0.87585 0.75684 3.475 0.775 5.245
N -0.22423 4.67049 -1.11755 0.257 -2.038 0.984
C -0.15057 4.02922 -2.34342 0.055 0.228 0.391
C 0.27349 2.76568 -2.12141 0.275 -0.503 0.185
N 0.45059 2.51953 -0.76843 -0.838 3.568 0.746
C 0.11358 3.71635 -0.16359 0.282 -1.061 -4.227
C 0.23810 3.89732 1.19993 0.606 -0.257 4.294
N 0.64639 2.87277 2.01196 -0.279 3.159 -1.329
C 0.63189 3.41086 3.28073 0.091 -0.602 -0.244
C 0.21396 4.69830 3.26028 -0.138 0.174 -0.433
N -0.01185 5.03865 1.93739 0.289 -1.694 -0.334
H -0.84075 5.44210 -0.92646 0.198 0.212 -0.004
H -0.37903 4.54027 -3.25606 -0.056 0.025 -0.154
H 0.49588 2.01234 -2.85682 -0.102 0.013 0.030
H 0.94276 2.83136 4.13000 -0.010 -0.060 0.141
H 0.07417 5.40253 4.05238 -0.025 0.134 0.177
H -0.63960 5.76545 1.64176 0.172 0.203 -0.025
C 0.28993 -2.40283 -3.02307 -0.257 0.564 0.078
Sb -0.39929 -0.60357 -1.94447 -0.348 -1.237 -2.254
C 1.36956 -0.40902 -0.73012 -1.340 1.324 -0.251
C 1.74372 -1.63138 -0.04326 1.068 -1.858 0.620
C 2.84935 -1.67348 0.83640 -0.476 -0.001 -0.446
C 3.16712 -2.83650 1.49571 -0.126 -0.310 -0.092
C 2.41198 -3.97991 1.23522 0.226 0.262 0.169
C 1.36239 -3.86888 0.34838 0.043 -0.064 -0.148
N 1.01849 -2.74224 -0.26959 0.568 0.191 0.040
Si 2.79541 0.49383 -1.62267 1.405 -0.303 -2.015
C 3.20932 2.36804 -1.85029 -0.543 -0.326 0.477
C 4.50821 -0.33511 -1.34192 -0.698 0.238 0.312
C 2.57511 0.05205 -3.50548 -0.226 0.043 0.695
C -2.32407 -1.26390 -0.95692 -0.044 0.591 -1.069
C -2.08507 -1.52890 0.46263 0.355 -0.258 0.738
C -3.11430 -2.06589 1.25332 0.160 0.124 0.018
C -2.85418 -2.59054 2.49434 0.242 -0.010 0.117
C -1.52997 -2.62634 2.92217 -0.191 -0.006 -0.123
C -0.58277 -2.01521 2.13415 0.186 -0.198 -0.093
N -0.84059 -1.39627 0.97066 -0.616 -0.244 0.770
Si -2.96398 -2.93314 -1.72894 -0.136 -0.295 -0.068
C -4.78681 -3.39851 -1.31882 0.605 0.335 -0.012
C -2.82993 -2.87349 -3.63361 0.032 0.002 0.622
C -1.93308 -4.36576 -1.01045 -0.283 0.575 -0.185
Si -3.56942 0.22227 -1.32780 -0.820 0.035 -0.497
C -4.49891 -0.18663 -2.96253 0.281 -0.076 0.707
C -4.83461 0.34380 0.10734 0.532 -0.044 -0.519
C -3.08716 2.03009 -1.75720 0.248 -0.528 0.346
H 1.34821 -2.51911 -2.82102 0.056 0.003 0.099
H 0.14435 -2.22825 -4.08130 -0.026 0.076 -0.307
H -0.23340 -3.30305 -2.74416 -0.053 -0.171 0.159
H 3.40945 -0.77145 0.99171 0.000 -0.052 0.087
H 3.98572 -2.85522 2.20159 0.041 -0.002 0.031
H 2.63174 -4.92475 1.70735 0.016 -0.078 0.050
H 0.77023 -4.74362 0.10577 -0.092 -0.042 0.032
H 2.78483 2.99193 -1.07733 0.106 0.169 0.078
H 2.86883 2.74657 -2.80852 -0.095 -0.099 -0.217
H 4.28684 2.49647 -1.82349 0.250 -0.186 0.034
H 5.02238 0.02915 -0.46286 0.107 0.083 0.232
H 5.14707 -0.11580 -2.19068 -0.039 0.178 -0.324
H 4.43813 -1.41329 -1.25379 -0.069 -0.219 -0.023
H 1.56144 0.21469 -3.87646 -0.039 0.049 -0.132
H 2.81686 -0.98728 -3.69317 -0.003 -0.328 -0.013
H 3.25220 0.64486 -4.11174 0.167 0.230 -0.052
H -4.10690 -2.07186 0.84620 -0.202 -0.069 -0.026
H -3.64715 -3.00498 3.10124 -0.058 -0.022 0.010
H -1.23890 -3.10982 3.84189 0.038 -0.033 0.061
H 0.45855 -2.06091 2.42466 -0.069 0.140 -0.028
H -5.48502 -2.57268 -1.39347 -0.134 0.210 -0.024
H -4.89238 -3.83428 -0.33102 0.083 -0.051 0.225
H -5.11275 -4.15663 -2.02361 0.012 -0.175 -0.268
H -3.80037 -2.89051 -4.11609 -0.242 0.097 0.006
H -2.27771 -3.72756 -4.00683 0.212 -0.218 -0.017
H -2.30291 -1.97969 -3.94813 0.060 0.159 -0.187
H -0.91049 -4.03748 -0.87765 0.216 0.070 0.021
H -1.93725 -5.23155 -1.66574 -0.062 -0.131 -0.208
H -2.31194 -4.68217 -0.04247 -0.107 0.018 0.171
H -4.94277 -1.17022 -2.98240 -0.149 -0.318 -0.063
H -3.82674 -0.11135 -3.81194 0.180 0.044 -0.145
H -5.30131 0.52807 -3.11990 -0.107 0.234 0.081
H -5.50248 -0.50989 0.15284 -0.100 -0.223 -0.005
H -5.45147 1.22763 -0.01661 -0.080 0.237 -0.167
H -4.33714 0.43893 1.06716 0.129 0.007 0.196
H -2.19072 2.07877 -2.37369 -0.041 -0.041 -0.029
H -2.92474 2.62000 -0.86075 0.083 0.046 0.113
H -3.90517 2.48486 -2.31026 -0.234 -0.123 -0.159
Cl 0.92398 0.43541 6.29938 -0.017 0.131 0.264
C 0.35991 0.05197 4.66709 0.194 -0.023 -0.319
C 1.54566 -0.24909 3.72404 -0.575 0.147 0.196
O 2.57800 -0.71396 4.15319 -0.062 -0.049 -0.031
O 1.29441 -0.02981 2.47168 0.357 -0.443 -0.349
H -0.25475 -0.84943 4.73128 0.016 0.176 -0.075
H -0.24953 0.87838 4.29785 0.124 -0.259 0.087
O -2.03390 2.67967 1.30879 0.199 0.603 0.014
N -1.28753 1.69258 1.17522 -1.774 1.102 -0.270
O -0.93382 0.92684 2.16693 -0.054 -0.652 0.595
O -1.28525 0.99982 0.05540 -2.350 -1.397 -2.147
C 4.00790 3.20425 1.25705 -0.494 -0.386 0.066
C 3.34188 1.92733 1.78242 0.069 0.397 0.716
C 4.43124 0.95767 2.26301 -0.546 -0.035 -0.224
O 2.44920 1.38832 0.81049 0.419 0.131 -0.706
H 4.56342 3.68720 2.05587 0.088 0.021 0.110
H 3.25122 3.89520 0.89422 -0.040 0.188 -0.096
H 4.68752 2.96115 0.44570 0.093 0.055 -0.107
H 2.75419 2.19171 2.67964 0.224 -0.108 -0.326
H 5.03275 0.59025 1.43661 0.145 0.051 -0.086
H 4.00154 0.12128 2.80643 0.037 -0.040 -0.034
H 5.07998 1.49308 2.95165 0.095 0.116 0.046
```
Forces are in eV/Å.

## Properties
E_HOMO in eV: -7.511
Energy in eV: -102312.44125
Frontier orbital gap in eV: 6.6
LUMO in Eh: -0.032